Entry 1:
ORCA calculation (ωB97M-V with the def2-TZVPD basis set) on a 6-piece molecular cluster, C37H67Br10F6IN3O5 overall.

XYZ file:
```
129
Properties=species:S:1:pos:R:3:lowdin_charge:R:1
C -1.153 -1.266 -5.581 -0.1629
N -2.060 -1.142 -4.370 -0.1307
C -1.739 -2.159 -3.298 -0.1400
C -1.546 -1.485 -1.781 -0.2687
C -2.456 -0.144 -1.542 -0.1263
C -1.844 1.240 -2.171 -0.2726
C -3.163 2.219 -2.483 -0.6794
I -2.778 4.349 -2.164 0.6825
N -2.114 -2.551 -0.819 0.0853
C -1.338 -2.626 0.495 -0.1634
C -2.215 -3.659 1.466 -0.1206
C -2.334 -3.157 3.022 -0.1904
C -3.046 -1.687 3.220 -0.1736
C -1.840 -0.667 3.761 -0.1952
C -1.979 0.858 3.170 -0.2849
N -2.995 1.675 3.945 -0.0374
C 0.148 -3.212 0.124 -0.1463
C 1.315 -2.905 1.233 -0.0201
O 1.957 -1.722 1.132 0.0519
C 1.638 -4.077 2.335 -0.0821
F 2.658 -4.983 1.686 0.0249
F 0.447 -4.973 2.579 0.0065
C 2.323 -3.549 3.728 -0.0906
F 2.009 -2.147 4.091 0.0290
F 3.811 -3.749 3.558 0.0330
C 1.889 -4.467 5.054 -0.0977
F 2.863 -4.087 6.134 0.0180
F 2.091 -5.934 4.817 0.0459
C 0.394 -4.116 5.630 -0.1662
O -0.511 -5.131 5.694 0.0193
O -0.068 -2.812 6.138 0.0351
O 0.557 -2.717 -1.199 -0.1084
C 0.046 -1.325 -1.428 -0.1867
C 0.960 -0.753 -2.700 -0.0988
C 2.555 -0.740 -2.197 -0.1978
C 2.898 0.482 -1.157 -0.2279
C 4.426 0.228 -0.567 -0.2017
C 4.823 1.183 0.704 -0.2091
C 4.945 0.352 2.148 -0.1507
C 3.733 0.850 3.183 -0.2215
O 4.112 2.129 3.861 -0.2583
C 2.992 3.072 3.594 -0.1382
H -0.306 -0.451 -5.459 0.0922
H -0.748 -2.362 -5.645 0.0929
H -1.828 -1.099 -6.535 0.0432
H -3.077 -1.171 -4.655 0.0641
H -0.799 -2.826 -3.515 0.1319
H -2.666 -2.890 -3.230 0.1368
H -3.507 -0.337 -2.068 0.1347
H -2.706 0.011 -0.386 0.1260
H -1.188 1.849 -1.407 0.0979
H -1.313 1.113 -3.219 0.1050
H -3.449 1.989 -3.619 0.0625
H -4.065 1.776 -1.851 0.0650
H -2.075 -3.520 -1.229 0.1887
H -3.081 -2.235 -0.588 0.1669
H -1.261 -1.575 1.027 0.1662
H -1.781 -4.745 1.339 0.0964
H -3.315 -3.692 1.020 0.1332
H -1.297 -3.231 3.563 0.0877
H -3.046 -3.941 3.573 0.0883
H -3.558 -1.281 2.246 0.1031
H -3.864 -1.806 4.082 0.1310
H -0.821 -1.110 3.385 0.0856
H -1.851 -0.693 4.933 0.1227
H -2.193 0.776 2.022 0.0931
H -0.922 1.372 3.314 0.1159
H -2.460 2.530 4.258 0.0788
H -3.691 2.042 3.259 0.0675
H 0.031 -4.396 0.054 0.1839
H 0.702 -2.277 6.537 0.1562
H 0.284 -0.601 -0.529 0.1563
H 0.723 0.383 -2.953 0.1201
H 0.939 -1.456 -3.638 0.1121
H 3.178 -0.536 -3.194 0.1113
H 2.917 -1.778 -1.796 0.1135
H 2.891 1.510 -1.763 0.0561
H 2.158 0.547 -0.241 0.0975
H 5.188 0.466 -1.449 0.1195
H 4.456 -0.927 -0.271 0.1100
H 4.107 2.089 0.892 0.0879
H 5.916 1.627 0.527 0.1089
H 4.893 -0.807 1.998 0.0978
H 5.968 0.597 2.702 0.1223
H 2.790 1.016 2.496 0.1055
H 3.540 0.079 4.058 0.1211
H 1.998 2.563 3.993 0.1004
H 2.971 3.311 2.446 0.0945
H 3.221 4.043 4.208 -0.0023
Br 2.424 5.700 5.958 0.6587
C 3.951 6.378 6.965 -0.6742
C 4.537 7.605 6.307 -0.6957
Br 5.608 7.126 4.749 0.6015
H 4.662 5.553 7.060 0.0583
H 3.552 6.624 7.953 0.0589
H 5.232 8.111 6.984 0.0596
H 3.782 8.320 5.967 0.0536
Br 5.178 4.145 -1.586 0.6334
C 5.227 4.498 -3.504 -0.6846
C 3.861 4.330 -4.126 -0.6779
Br 3.416 2.443 -4.350 0.6365
H 5.984 3.835 -3.932 0.0561
H 5.566 5.534 -3.594 0.0612
H 3.843 4.746 -5.137 0.0602
H 3.056 4.779 -3.538 0.0554
Br -5.446 -0.893 -6.515 0.6186
C -5.511 0.953 -7.142 -0.6783
C -4.400 1.236 -8.125 -0.6890
Br -2.691 1.466 -7.211 0.6566
H -5.481 1.592 -6.256 0.0517
H -6.487 1.054 -7.625 0.0663
H -4.574 2.183 -8.642 -0.0422
H -4.260 0.442 -8.865 0.0612
Br -2.581 -7.614 2.818 0.6004
C -2.642 -7.591 4.768 -0.6778
C -4.066 -7.611 5.270 -0.6774
Br -4.902 -5.857 5.092 0.6069
H -2.078 -6.714 5.095 0.0179
H -2.112 -8.496 5.079 0.0661
H -4.095 -7.830 6.342 0.0634
H -4.705 -8.323 4.741 0.0551
Br -4.578 4.727 -8.376 0.6772
C -3.051 5.405 -7.369 -0.6800
C -2.465 6.632 -8.027 -0.6926
Br -1.393 6.153 -9.586 0.6075
H -2.339 4.581 -7.274 0.0204
H -3.449 5.652 -6.381 0.0588
H -1.769 7.138 -7.350 0.0597
H -3.219 7.347 -8.367 0.0552
```

For the LUMO energy, the calculation gives -4.11 eV. Its net charge is +1. The HOMO-LUMO gap comes out at 6.9 eV.

***

Entry 2:
ORCA calculation (ωB97M-V with the def2-TZVPD basis set) on a 3-piece molecular cluster, C15H22N3 overall.

XYZ file:
```
40
Properties=species:S:1:pos:R:3:lowdin_charge:R:1
C 2.701 0.223 -0.487 0.0212
C 2.428 -0.289 -1.686 -0.1578
C 1.225 0.087 -2.526 -0.1554
C -0.046 0.081 -1.697 -0.3023
C -0.438 -1.254 -1.044 -0.0711
C -1.853 -1.004 -0.687 0.0381
N -2.354 -0.109 -1.450 0.1281
C -1.363 0.478 -2.383 -0.0612
H 2.383 1.230 -0.228 0.0518
H 3.256 -0.338 0.253 0.0708
H 3.114 -0.999 -2.137 0.1072
H 1.335 1.081 -2.973 0.1310
H 1.119 -0.638 -3.336 0.1227
H 0.032 0.793 -0.869 0.1456
H 0.220 -1.653 -0.279 0.1369
H -0.527 -2.050 -1.805 0.1616
H -2.406 -1.519 0.090 0.1391
H -3.319 0.204 -1.411 0.1894
H -1.519 0.211 -3.428 0.1472
H -1.492 1.561 -2.341 0.1407
N -3.779 -3.765 1.515 -0.0196
C -4.284 -4.958 1.965 -0.1294
C -5.011 -4.703 3.094 -0.0932
C -4.947 -3.305 3.340 -0.0987
C -4.183 -2.752 2.351 -0.1614
H -3.204 -3.666 0.702 0.1159
H -4.084 -5.879 1.445 0.1104
H -5.533 -5.438 3.683 0.0992
H -5.412 -2.769 4.150 0.0976
H -3.899 -1.726 2.176 0.0885
N 3.089 3.975 0.547 -0.0155
C 3.664 4.971 -0.199 -0.1418
C 4.985 5.040 0.145 -0.1027
C 5.219 4.050 1.138 -0.1031
C 4.033 3.406 1.364 -0.1535
H 2.123 3.713 0.507 0.1277
H 3.086 5.544 -0.903 0.1041
H 5.707 5.727 -0.264 0.0947
H 6.152 3.838 1.632 0.0945
H 3.782 2.603 2.035 0.1026
```

For the LUMO energy, the calculation gives -4.68 eV. Its net charge is +1. The HOMO-LUMO gap comes out at 5.6 eV.

***

Entry 3:
ORCA calculation (ωB97M-V with the def2-TZVPD basis set) on C2H7S2 as an isolated structure.

XYZ file:
```
11
Properties=species:S:1:pos:R:3:lowdin_charge:R:1
C -1.562 1.219 -0.035 -0.6090
S -1.393 0.597 -1.747 0.2245
H -1.989 0.281 0.445 0.0068
H -2.060 2.192 -0.112 -0.0181
H -0.493 1.209 0.453 0.0162
H 0.125 0.002 -1.475 -0.3371
C 1.475 -1.042 0.585 -0.5899
S 1.150 -1.184 -1.269 0.2972
H 0.973 -1.946 1.298 0.0603
H 1.202 -0.116 1.095 -0.0299
H 2.570 -1.213 0.762 -0.0211
```

For the LUMO energy, the calculation gives 3.93 eV. Its net charge is -1. The HOMO-LUMO gap comes out at 6.6 eV.

***

Entry 4:
ORCA calculation (ωB97M-V with the def2-TZVPD basis set) on a 2-piece molecular cluster, C4H10N2O3 overall.

XYZ file:
```
19
Properties=species:S:1:pos:R:3:lowdin_charge:R:1
C -3.122 -0.524 -0.042 -0.1167
C -2.394 -0.329 1.278 -0.3577
N -1.424 0.756 1.181 -0.0109
H -3.605 0.411 -0.363 0.0700
H -2.419 -0.827 -0.830 0.0686
H -3.900 -1.294 0.050 0.0692
H -3.133 -0.167 2.084 0.0984
H -1.846 -1.249 1.533 0.1060
H -0.962 0.914 2.071 0.0733
H -1.879 1.627 0.920 0.0707
C 1.132 0.691 -0.791 -0.4752
O 0.439 0.905 -1.759 0.0998
C 1.593 -0.726 -0.389 -0.4677
N 1.697 -1.545 -1.439 0.1863
O 1.868 -1.012 0.764 0.0723
H 1.403 -1.236 -2.355 0.1113
H 2.078 -2.474 -1.325 0.1240
O 1.738 1.624 -0.080 0.1406
H 1.825 2.429 -0.608 0.1377
```

The SMILES is NC(=O)C(=O)O.CCN. For the LUMO energy, the calculation gives 0.71 eV. The HOMO-LUMO gap comes out at 9.9 eV.

***

Entry 5:
ORCA calculation (ωB97M-V with the def2-TZVPD basis set) on C23H43As3CrOS5 as an isolated structure.

XYZ file:
```
76
Properties=species:S:1:pos:R:3:lowdin_spin:R:1
Cr -1.801 0.812 -0.060 1.3603
S -1.838 0.705 2.296 0.0173
C -3.116 1.809 2.798 0.0023
C -3.388 1.979 4.161 0.0015
C -4.394 2.827 4.600 -0.0005
C -5.161 3.525 3.672 0.0015
C -4.902 3.368 2.319 -0.0016
C -3.884 2.523 1.863 -0.0007
S -3.556 2.423 0.140 -0.0240
H -2.789 1.422 4.874 -0.0002
H -4.585 2.936 5.662 -0.0001
H -5.955 4.187 4.001 0.0001
H -5.494 3.901 1.581 -0.0006
C -2.648 -0.035 -4.625 -0.0013
C -2.666 0.011 -3.107 -0.0321
S -1.481 1.059 -2.361 -0.1379
C -3.527 -0.715 -2.367 -0.0390
C -4.581 -1.612 -2.968 -0.0037
S -3.515 -0.684 -0.618 -0.1244
H -1.817 0.559 -5.003 -0.0006
H -3.570 0.368 -5.056 -0.0007
H -2.525 -1.057 -4.995 -0.0002
H -4.630 -1.516 -4.055 -0.0001
H -5.561 -1.365 -2.552 -0.0008
H -4.383 -2.659 -2.721 -0.0007
C 4.172 1.188 -1.438 0.0000
As 2.421 1.068 -0.524 -0.0005
C 2.734 2.641 0.608 0.0000
C 2.961 -0.173 0.921 -0.0001
C 2.732 -1.675 0.687 0.0000
C 3.588 -2.418 1.724 -0.0001
C 1.274 -2.082 0.934 -0.0031
As -0.380 -1.315 0.082 -0.0060
C -0.275 -2.227 -1.637 -0.0007
C -1.426 -2.657 1.065 -0.0058
C 3.182 -2.014 -0.751 0.0000
As 3.450 -3.826 -1.508 0.0000
C 2.364 -5.084 -0.456 -0.0001
C 5.163 -4.277 -0.647 0.0000
H 5.001 1.147 -0.727 0.0000
H 4.204 2.144 -1.964 0.0000
H 4.284 0.393 -2.175 0.0000
H 3.613 2.480 1.234 0.0000
H 1.858 2.797 1.237 0.0001
H 2.890 3.526 -0.008 0.0000
H 2.408 0.138 1.814 0.0000
H 4.022 0.015 1.111 0.0000
H 3.366 -2.041 2.726 0.0000
H 4.653 -2.260 1.529 0.0000
H 3.392 -3.491 1.721 0.0000
H 1.051 -1.968 1.998 -0.0001
H 1.176 -3.139 0.703 -0.0005
H 0.055 -3.256 -1.505 -0.0001
H 0.392 -1.697 -2.316 -0.0007
H -1.277 -2.207 -2.064 -0.0002
H -0.812 -3.525 1.306 -0.0003
H -2.281 -2.954 0.471 -0.0030
H -1.794 -2.195 1.980 0.0001
H 4.158 -1.554 -0.930 0.0000
H 2.492 -1.531 -1.446 0.0000
H 1.308 -4.983 -0.701 0.0000
H 2.496 -4.977 0.620 0.0000
H 2.686 -6.084 -0.749 0.0000
H 5.886 -3.482 -0.835 0.0000
H 5.544 -5.198 -1.090 0.0000
H 5.058 -4.418 0.429 0.0000
C -1.485 4.816 -0.895 0.0001
S -1.182 3.869 0.609 0.0031
C 0.242 4.889 1.109 -0.0003
O -0.475 2.604 0.146 0.0051
H -1.907 5.783 -0.610 0.0000
H -2.192 4.253 -1.496 -0.0009
H -0.536 4.931 -1.421 0.0000
H -0.119 5.912 1.243 0.0001
H 1.025 4.844 0.349 0.0000
H 0.607 4.500 2.059 0.0000
```

The multiplicity is 2. For the LUMO energy (spin up / spin down), the calculation gives 2.22 / 2.43 eV. Its net charge is -1. Its expectation value of S² is 1.0127. The HOMO-LUMO gap (spin up / spin down) comes out at 5.7 / 6.0 eV.

***

Entry 6:
ORCA calculation (ωB97M-V with the def2-TZVPD basis set) on a 2-piece molecular cluster, C39H42NO2Si overall.

XYZ file:
```
85
Properties=species:S:1:pos:R:3:lowdin_charge:R:1
C 1.159 1.294 -0.952 -0.1346
Si 0.019 1.835 0.420 0.4110
C 0.826 3.069 1.542 -0.1376
C -1.587 2.498 -0.278 -0.1348
O -0.337 0.405 1.207 -0.1514
C -0.582 -0.041 2.519 -0.3566
C 0.727 -0.262 3.284 -0.1827
C 1.947 -0.398 2.618 -0.0316
C 3.123 -0.496 3.371 -0.0686
C 3.070 -0.490 4.766 -0.0823
C 1.833 -0.522 5.423 -0.0620
C 0.658 -0.439 4.675 -0.0611
C -1.513 0.968 3.214 -0.1436
C -1.028 1.861 4.178 -0.0419
C -1.868 2.823 4.745 -0.0616
C -3.141 3.026 4.225 -0.0768
C -3.611 2.182 3.213 -0.0705
C -2.817 1.131 2.738 -0.0371
C -1.228 -1.446 2.474 -0.2663
C -0.341 -2.716 2.536 -0.1154
C -1.350 -3.811 2.163 -0.1539
C -2.467 -3.110 1.363 -0.1947
N -2.021 -1.718 1.323 -0.0526
H 1.419 2.153 -1.588 0.0449
H 2.093 0.890 -0.538 0.0346
H 0.706 0.520 -1.585 0.0063
H 1.328 3.824 0.921 0.0432
H 0.097 3.588 2.173 0.0363
H 1.581 2.610 2.186 0.0379
H -1.377 3.392 -0.888 0.0440
H -2.081 1.756 -0.921 0.0041
H -2.286 2.790 0.518 0.0286
H 1.981 -0.401 1.525 0.1087
H 4.078 -0.584 2.853 0.1055
H 3.993 -0.493 5.352 0.1066
H 1.782 -0.594 6.513 0.1109
H -0.319 -0.457 5.171 0.1311
H 0.014 1.829 4.496 0.1171
H -1.493 3.421 5.573 0.1104
H -3.763 3.847 4.586 0.1087
H -4.600 2.334 2.772 0.1088
H -3.214 0.478 1.961 0.1038
H -1.861 -1.504 3.382 0.1628
H 0.451 -2.634 1.769 0.1105
H 0.143 -2.845 3.513 0.1242
H -0.888 -4.632 1.601 0.0944
H -1.810 -4.212 3.077 0.1176
H -2.550 -3.477 0.329 0.0956
H -3.444 -3.256 1.873 0.1262
H -2.747 -1.038 1.105 0.1004
C 1.677 -10.210 -5.957 -0.0745
C 1.882 -8.882 -6.345 -0.0630
C 2.224 -7.912 -5.392 -0.0283
C 2.352 -8.302 -4.056 -0.2424
O 2.706 -7.398 -3.036 0.0388
C 1.816 -6.442 -2.595 -0.1850
C 1.912 -6.092 -1.236 0.0380
C 1.114 -5.084 -0.732 0.0268
C 0.308 -4.281 -1.602 -0.1777
C -0.398 -3.132 -1.139 0.1368
C -0.723 -2.016 -1.966 -0.1780
C -1.865 -1.209 -1.672 0.0136
C -2.306 -0.237 -2.557 -0.0607
C -1.552 0.081 -3.698 -0.0218
C -0.340 -0.584 -3.922 -0.0580
C 0.056 -1.637 -3.104 -0.0211
C 0.225 -4.690 -2.966 0.0127
C 0.934 -5.774 -3.457 0.0353
C 2.178 -9.633 -3.664 0.0004
C 1.798 -10.580 -4.613 -0.0636
H 1.429 -10.966 -6.704 0.1102
H 1.801 -8.589 -7.397 0.1138
H 2.385 -6.869 -5.674 0.1189
H 2.611 -6.645 -0.610 0.1376
H 1.144 -4.842 0.332 0.1209
H -0.671 -3.102 -0.088 0.0840
H -2.401 -1.428 -0.747 0.0931
H -3.253 0.279 -2.383 0.1199
H -1.922 0.822 -4.415 0.1258
H 0.299 -0.307 -4.764 0.1208
H 0.971 -2.189 -3.328 0.1265
H -0.420 -4.151 -3.660 0.1288
H 0.836 -6.073 -4.503 0.1145
H 2.312 -9.884 -2.610 0.1261
H 1.621 -11.608 -4.289 0.1141
```

For the LUMO energy, the calculation gives -5.18 eV. Its net charge is +1. The HOMO-LUMO gap comes out at 5.7 eV.

***

The total energy results, record by record, are as follows: -28626.7049, -748.7061, -876.7449, -493.6670, -10720.1798, -2005.8450 a.u..